A structure of composition C46H44BrN2OP2S2SiTi. Source: the OMol25 dataset; level of theory: ωB97M-V with the def2-TZVPD basis set.

As for the energy relative to the best compared isomer or geometry (same formula, charge and spin): 51.8 kcal per mole. For the HOMO energy (alpha / beta), the calculation gives -7.0 / -7.1 eV. For the molar mass, the calculation gives 922.81 g mol⁻¹. The expectation value of S² is 0.76. Its multiplicity is 2.

CARTESIAN COORDINATES (ANGSTROEM)
Ti: 0.6902 -0.1292 0.9966
S: 2.2359 -1.4549 -0.6230
P: 0.5862 -0.9243 -1.6564
C: -0.1980 0.4619 -0.9430
P: 0.8945 1.8101 -1.2383
S: 2.2220 1.9962 0.2520
C: -0.1379 3.3084 -1.3880
C: 0.4411 4.5635 -1.2334
C: -0.3361 5.7021 -1.3697
C: -1.6869 5.5860 -1.6757
C: -2.2616 4.3344 -1.8399
C: -1.4875 3.1917 -1.6917
C: 1.8554 2.0183 -2.7864
C: 1.2352 2.4401 -3.9592
C: 1.9948 2.6749 -5.0933
C: 3.3716 2.5016 -5.0609
C: 3.9904 2.0745 -3.8971
C: 3.2329 1.8272 -2.7626
C: -0.6613 -2.2599 -1.7224
C: -0.3547 -3.4301 -2.4169
C: -1.3110 -4.4191 -2.5700
C: -2.5816 -4.2371 -2.0365
C: -2.8910 -3.0724 -1.3531
C: -1.9326 -2.0782 -1.1990
C: 0.9278 -0.9225 -3.4518
C: 2.1677 -1.2243 -3.9914
C: 2.3166 -1.2879 -5.3706
C: 1.2326 -1.0551 -6.2023
C: -0.0096 -0.7528 -5.6605
C: -0.1626 -0.6870 -4.2875
H: 1.4940 4.6317 -0.9845
H: 0.1069 6.6810 -1.2360
H: -2.2924 6.4775 -1.7836
H: -3.3157 4.2502 -2.0741
H: -1.9167 2.2006 -1.7859
H: 0.1636 2.5974 -3.9763
H: 1.5152 3.0052 -6.0065
H: 3.9595 2.7049 -5.9476
H: 5.0645 1.9380 -3.8731
H: 3.7041 1.5076 -1.8424
H: 0.6352 -3.5492 -2.8445
H: -1.0706 -5.3213 -3.1183
H: -3.3352 -5.0037 -2.1692
H: -3.8821 -2.9295 -0.9410
H: -2.1677 -1.1477 -0.6958
H: 3.0019 -1.4213 -3.3291
H: 3.2849 -1.5202 -5.7966
H: 1.3544 -1.1055 -7.2772
H: -0.8570 -0.5707 -6.3100
H: -1.1281 -0.4710 -3.8427
C: -1.0493 3.2005 1.8519
Si: -1.9140 1.6045 2.3820
C: -3.5976 1.7514 1.5141
C: -2.1364 1.7329 4.2772
N: -1.0913 0.1103 1.9861
C: -1.8108 -1.0405 2.2497
C: -3.0211 -1.0727 2.9778
C: -3.8046 -2.2058 3.0752
C: -3.4116 -3.3840 2.4602
C: -2.1704 -3.4250 1.8495
C: -1.3698 -2.2962 1.8019
O: -0.0475 -2.3617 1.2972
C: 0.5509 -3.6105 1.5633
C: 0.5670 -4.1032 2.8639
C: 1.1260 -5.3404 3.1218
C: 1.6805 -6.0878 2.0898
C: 1.6725 -5.5830 0.8010
C: 1.1051 -4.3427 0.5338
H: -1.7229 3.7886 1.2294
H: -0.1545 3.0201 1.2660
H: -0.7807 3.8162 2.7145
H: -4.1224 2.6284 1.9031
H: -4.2463 0.8859 1.6418
H: -3.4510 1.9033 0.4421
H: -3.1888 1.8740 4.5371
H: -1.5887 2.5861 4.6844
H: -1.7817 0.8389 4.7949
H: -3.3400 -0.1799 3.4955
H: -4.7330 -2.1653 3.6316
H: -4.0390 -4.2647 2.4779
H: -1.8125 -4.3492 1.4176
H: 0.1281 -3.5173 3.6613
H: 1.1255 -5.7228 4.1342
H: 2.1123 -7.0594 2.2925
H: 2.0969 -6.1576 -0.0120
H: 1.0923 -3.9520 -0.4680
C: 1.6901 3.6862 4.6882
C: 1.8867 2.2309 4.3685
C: 2.5915 1.3673 5.1998
C: 2.8442 0.0843 4.7485
C: 2.3478 -0.2973 3.5207
Br: 2.9096 -1.9514 2.7930
N: 1.5645 0.4615 2.7454
C: 1.3856 1.7264 3.1860
H: 2.1919 3.9572 5.6154
H: 0.6303 3.9265 4.7839
H: 2.0974 4.3025 3.8856
H: 2.9763 1.6957 6.1562
H: 3.4484 -0.6064 5.3176
H: 0.8635 2.3873 2.5171

---

A structure of composition C46H44ClN2O7P3Ta. Source: the OMol25 dataset; level of theory: ωB97M-V with the def2-TZVPD basis set.

As for the energy relative to the best compared isomer or geometry (same formula, charge and spin): 0.0 kcal per mole. For the HOMO energy, the calculation gives -15.8 eV. For the molar mass, the calculation gives 1046.19 g mol⁻¹. The charge is +3.

CARTESIAN COORDINATES (ANGSTROEM)
Ta: -0.1917 -1.1143 1.3505
O: -0.0199 0.9352 4.8681
Cl: 0.1476 -0.2562 4.1147
O: 0.0761 2.6835 2.8228
O: -1.1125 -0.5108 3.2098
O: 1.1054 -0.0788 2.9629
O: 1.6728 -0.9797 0.5411
P: 2.8649 0.0081 0.4534
C: 2.2314 1.6906 0.7096
P: 0.5689 1.9723 0.0403
O: -0.2596 0.7362 0.5135
C: 0.6160 2.0916 -1.7327
C: -0.6075 2.1005 -2.4092
C: -0.6400 2.3179 -3.7752
C: 0.5430 2.5519 -4.4682
C: 1.7570 2.5732 -3.7952
C: 1.7976 2.3489 -2.4281
C: -0.0961 3.4999 0.6419
C: -0.4039 4.5427 -0.2461
C: -0.9151 5.7348 0.2233
C: -1.1152 5.9077 1.5896
C: -0.7997 4.9009 2.4871
C: -0.2862 3.7058 2.0118
C: 4.1376 -0.3287 1.6454
C: 5.0103 -1.3857 1.3642
C: 6.0165 -1.7056 2.2587
C: 6.1661 -0.9663 3.4262
C: 5.3062 0.0884 3.7067
C: 4.2897 0.4073 2.8223
C: 3.5362 -0.1519 -1.1841
C: 2.8276 -0.8312 -2.1722
C: 3.3438 -0.9034 -3.4567
C: 4.5530 -0.2885 -3.7537
C: 5.2602 0.3925 -2.7676
C: 4.7593 0.4557 -1.4785
H: 2.9463 2.4147 0.3114
H: 2.1224 1.8715 1.7818
H: -1.5333 1.9530 -1.8657
H: -1.5881 2.3251 -4.2967
H: 0.5156 2.7360 -5.5342
H: 2.6732 2.7759 -4.3332
H: 2.7538 2.3850 -1.9244
H: -0.2382 4.4199 -1.3067
H: -1.1467 6.5330 -0.4674
H: -1.5095 6.8444 1.9613
H: -0.9381 5.0468 3.5520
H: -0.0567 2.9047 3.7548
H: 4.9213 -1.9404 0.4369
H: 6.6985 -2.5152 2.0374
H: 6.9653 -1.2057 4.1151
H: 5.4346 0.6678 4.6108
H: 3.6275 1.2288 3.0595
H: 1.8780 -1.2975 -1.9395
H: 2.8067 -1.4410 -4.2266
H: 4.9550 -0.3474 -4.7565
H: 6.2081 0.8575 -3.0021
H: 5.3275 0.9635 -0.7064
N: -1.8098 -2.7155 2.1882
C: -3.2499 -2.6540 1.9417
C: -4.1295 -3.3960 2.7146
C: -5.4907 -3.2977 2.4741
C: -5.9713 -2.4561 1.4753
C: -5.0880 -1.7176 0.7090
C: -3.7146 -1.8252 0.9348
P: -2.4971 -0.9203 -0.0196
C: -3.1932 0.7315 -0.2292
C: -3.9024 1.0555 -1.3865
C: -4.5060 2.3002 -1.5019
C: -4.4068 3.2187 -0.4661
C: -3.7151 2.8917 0.6943
C: -3.1110 1.6515 0.8166
C: -2.4337 -1.6637 -1.6643
C: -3.2872 -2.6970 -2.0373
C: -3.2118 -3.2261 -3.3205
C: -2.2886 -2.7299 -4.2276
C: -1.4253 -1.7055 -3.8520
C: -1.4918 -1.1796 -2.5738
H: -1.6835 -2.6238 3.1940
H: -1.4815 -3.6496 1.9570
H: -3.7592 -4.0388 3.5047
H: -6.1822 -3.8711 3.0764
H: -7.0357 -2.3742 1.3034
H: -5.4601 -1.0503 -0.0589
H: -3.9840 0.3425 -2.1977
H: -5.0614 2.5473 -2.3969
H: -4.8806 4.1873 -0.5567
H: -3.6534 3.6047 1.5059
H: -2.5783 1.4037 1.7288
H: -4.0166 -3.0934 -1.3429
H: -3.8826 -4.0239 -3.6095
H: -2.2394 -3.1405 -5.2272
H: -0.7041 -1.3153 -4.5589
H: -0.8129 -0.3845 -2.2898
N: 1.9250 -4.5653 2.5744
C: 1.2663 -3.6630 1.8871
O: 0.7791 -2.6481 2.4747
C: 1.0637 -3.7816 0.4088
C: -0.0758 -2.8490 -0.0280
H: 2.0791 -4.4416 3.5655
H: 2.3000 -5.3891 2.1297
H: 0.9063 -4.8248 0.1272
H: 2.0088 -3.4797 -0.0515
H: -1.0105 -3.4026 -0.1195
H: 0.1336 -2.4652 -1.0281

---

Largest force on an atom: 3.4 0.3 (eV/Å)